Entry 1:
The following is a DFT calculation (ωB97M-V/def2-TZVPD) of a molecular structure, C7H24AgO7.

Each line ends with the Löwdin charge.
Cartesian coordinates (Å):
Ag (0.3059, -0.0767, -1.0065)  0.785
C (2.8191, -1.8624, -2.5661)  -0.104
O (2.3448, -1.3552, -1.3041)  -0.190
H (3.4678, -2.7247, -2.4207)  0.089
H (1.9454, -2.1831, -3.1263)  0.084
H (3.3492, -1.0901, -3.1216)  0.082
H (3.0668, -1.3484, -0.6697)  0.086
C (-0.3241, 2.1052, -3.2701)  -0.114
O (0.6456, 1.0383, -3.1495)  -0.175
H (0.0208, 2.8814, -3.9460)  0.091
H (-1.2811, 1.7028, -3.6001)  0.078
H (-0.4999, 2.5580, -2.2892)  0.069
H (1.3510, 1.2435, -3.7668)  0.087
C (-3.0286, -0.9198, -0.6983)  -0.101
O (-2.0324, -0.3507, -1.5652)  -0.182
H (-3.5432, -1.7486, -1.1818)  0.092
H (-2.5224, -1.2423, 0.2052)  0.069
H (-3.7812, -0.1677, -0.4510)  0.090
H (-2.3066, -0.4657, -2.4787)  0.086
C (0.6873, -1.9994, 3.4114)  -0.238
C (1.2564, -1.3096, 2.1951)  -0.215
O (0.5163, -1.6362, 1.0076)  -0.125
O (-0.6411, -1.5968, 3.6727)  -0.045
H (1.2945, -1.7189, 4.2754)  0.130
H (0.7471, -3.0900, 3.3053)  0.125
H (2.3226, -1.5137, 2.0684)  0.126
H (1.1265, -0.2321, 2.3164)  0.106
H (0.7690, -2.5024, 0.6724)  0.096
H (-1.0798, -1.3723, 2.8464)  0.063
C (-0.0341, 2.3371, 1.6413)  -0.185
C (-1.3545, 1.6857, 1.9480)  -0.234
O (-2.4816, 2.4440, 1.5033)  -0.047
O (0.4103, 1.8329, 0.3531)  -0.146
H (0.6907, 2.0787, 2.4134)  0.119
H (-0.2016, 3.4112, 1.5802)  0.134
H (-1.4738, 1.5824, 3.0242)  0.133
H (-1.3955, 0.6834, 1.5006)  0.096
H (-2.3802, 2.6408, 0.5672)  0.084
H (1.2247, 2.2814, 0.1043)  0.098

Properties
Spin multiplicity: 1
Electronic energy in hartree: -954.45330
Gap between HOMO and LUMO in Eh: 0.3757
Lowest unoccupied orbital energy in eV: -2.87
Energy relative to the best compared isomer or geometry (same formula, charge and spin) in eV: 0.000
Charge: +1

---

Entry 2:
The following is a DFT calculation (ωB97M-V/def2-TZVPD) of C5H6O in the gas phase.

Each line ends with the Löwdin charge.
Cartesian coordinates (Å):
C (0.4476, -1.5034, -0.5452)  0.034
C (-0.1367, -0.3572, 0.1893)  -0.290
O (-1.3868, -0.3948, 0.4203)  0.128
C (0.6087, 0.8795, 0.5973)  -0.171
C (-0.2866, 1.8490, -0.0562)  -0.325
C (-1.2850, 2.2358, -0.7080)  -0.072
H (0.7144, -2.3114, 0.1464)  0.114
H (1.3511, -1.1830, -1.0679)  0.102
H (-0.2935, -1.8834, -1.2520)  0.107
H (1.6398, 0.8559, 0.2302)  0.117
H (0.6360, 0.9733, 1.6950)  0.130
H (-1.6291, 0.6206, 0.4835)  0.126

Properties
Spin multiplicity: 1
Electronic energy in hartree: -269.16286
Gap between HOMO and LUMO in Eh: 0.2779
Lowest unoccupied orbital energy in eV: -1.04
Energy relative to the best compared isomer or geometry (same formula, charge and spin) in eV: 4.990
Charge: 0

---

Entry 3:
The following is a DFT calculation (ωB97M-V/def2-TZVPD) of a molecular structure, C24H23I2N5O4PtS2.

Each line ends with the Löwdin charge.
Cartesian coordinates (Å):
Pt (0.2280, -0.4861, 0.0999)  0.939
I (-5.7204, 0.3518, -4.0832)  0.840
C (-4.2571, -0.2959, -2.7443)  -0.744
C (-3.5660, -1.4686, -2.9965)  -0.229
C (-2.5981, -1.8894, -2.0975)  -0.671
I (-1.5218, -3.6307, -2.4814)  0.912
C (-2.3027, -1.1718, -0.9353)  -0.510
O (-1.4009, -1.6193, -0.0656)  -0.337
C (-3.0193, 0.0246, -0.7081)  -0.162
C (-2.6912, 0.8457, 0.5101)  -0.154
N (-1.3395, 1.3950, 0.3895)  -0.130
C (-0.8376, 2.0727, 1.5587)  -0.164
C (-0.4436, 1.0825, 2.6454)  -0.246
C (-0.3302, 1.5095, 3.9605)  -0.014
C (0.0714, 0.6122, 4.9335)  -0.048
C (0.3253, -0.7016, 4.5754)  -0.043
C (0.1794, -1.0585, 3.2496)  -0.109
N (-0.1872, -0.1877, 2.3081)  0.017
C (-3.9826, 0.4502, -1.6072)  -0.117
H (-3.7681, -2.0487, -3.8856)  0.079
H (-2.7042, 0.2088, 1.3982)  0.126
H (-3.4358, 1.6414, 0.6461)  0.122
H (-1.2590, 1.9634, -0.4438)  0.115
H (-1.5599, 2.7863, 1.9806)  0.124
H (0.0601, 2.6287, 1.2728)  0.118
H (-0.5549, 2.5387, 4.2075)  0.117
H (0.1774, 0.9327, 5.9616)  0.111
H (0.6385, -1.4378, 5.3008)  0.111
H (0.3627, -2.0694, 2.9126)  0.124
H (-4.5223, 1.3690, -1.4147)  0.097
C (2.9488, -1.6947, -3.1384)  -0.040
N (2.9059, -0.2564, -2.9966)  -0.134
C (4.0406, 0.5696, -3.3970)  -0.086
C (3.5181, 2.0039, -3.1985)  -0.107
N (2.1041, 1.7771, -2.9390)  0.042
C (1.8199, 0.4777, -2.7628)  -0.745
S (0.2620, -0.0959, -2.3913)  0.714
H (3.8327, -2.0773, -2.6317)  0.092
H (2.9861, -1.9669, -4.1972)  0.099
H (2.0660, -2.1259, -2.6771)  0.054
H (4.2944, 0.3679, -4.4412)  0.127
H (4.9138, 0.3443, -2.7795)  0.118
H (3.6564, 2.6186, -4.0870)  0.119
H (3.9813, 2.5010, -2.3501)  0.092
H (1.5276, 2.4690, -2.4888)  0.131
O (2.3701, 2.6710, -0.0613)  0.044
C (2.8123, 1.5732, 0.2313)  -0.512
N (2.0718, 0.5023, 0.6444)  -0.181
S (3.0074, -0.8307, 0.8734)  0.603
O (3.0834, -1.2398, 2.2477)  -0.281
O (2.5908, -1.8194, -0.0902)  -0.346
C (4.5314, -0.1029, 0.3918)  -0.221
C (5.7996, -0.6471, 0.3378)  -0.025
C (6.8430, 0.2132, 0.0196)  -0.063
C (6.6115, 1.5696, -0.2057)  -0.060
C (5.3279, 2.0952, -0.1351)  -0.021
C (4.2843, 1.2335, 0.1554)  -0.146
H (5.9726, -1.6968, 0.5318)  0.125
H (7.8518, -0.1733, -0.0409)  0.108
H (7.4462, 2.2195, -0.4317)  0.107
H (5.1305, 3.1462, -0.3022)  0.123

Properties
Spin multiplicity: 1
Electronic energy in hartree: -3014.21037
Gap between HOMO and LUMO (spin up / spin down) in Eh: 0.2522 / 0.2521
Lowest unoccupied orbital energy (spin up / spin down) in eV: -0.05 / -0.05
Charge: 0

---

Entry 4:
The following is a DFT calculation (ωB97M-V/def2-TZVPD) of 2 unconnected molecules or ions with the total composition C4H11N2S.

Each line ends with the Löwdin charge.
Cartesian coordinates (Å):
C (-1.2540, 0.5384, 0.5326)  -0.471
C (1.7115, -0.7402, -0.6549)  -0.096
C (-2.5863, -1.0004, -1.2605)  -0.356
C (2.6114, 1.0006, 0.6455)  -0.003
N (-0.9671, 1.1784, 1.6297)  0.130
N (1.6193, 0.2607, 0.4144)  -0.102
S (-2.6799, 0.5266, -0.3536)  1.015
H (2.4971, 1.9156, 1.1651)  0.067
H (2.6875, -1.1543, -0.7700)  0.087
H (1.2796, -1.6132, -0.2742)  0.064
H (1.1734, -0.4034, -1.4512)  0.057
H (-1.5285, -1.1721, -1.4786)  0.035
H (-3.2375, -1.0610, -2.1243)  0.055
H (-2.8691, -1.9237, -0.6265)  0.095
H (3.5679, 0.7561, 0.3324)  0.065
H (-1.5901, 1.7855, 2.2086)  0.164
H (-0.4690, -0.0447, 0.0820)  0.045
H (0.0336, 1.1510, 1.9834)  0.148

Properties
Spin multiplicity: 1
Electronic energy in hartree: -666.39177
Gap between HOMO and LUMO in Eh: 0.3422
Lowest unoccupied orbital energy in eV: -4.32
Energy relative to the best compared isomer or geometry (same formula, charge and spin) in eV: 2.075
Charge: +1

---

Entry 5:
The following is a DFT calculation (ωB97M-V/def2-TZVPD) of 2 unconnected molecules or ions with the total composition C6H17N2.

Each line ends with the Löwdin charge.
Cartesian coordinates (Å):
C (1.7045, 2.0645, -1.5319)  -0.054
C (2.0772, 1.9033, -0.0612)  -0.164
C (0.1655, 1.8496, 1.4349)  0.182
N (0.9581, 1.2339, 0.6548)  0.049
H (1.9065, 1.0770, -1.9795)  0.083
H (0.6703, 2.4231, -1.6736)  0.098
H (2.4004, 2.7348, -2.0452)  0.094
H (3.0019, 1.3443, 0.1121)  0.141
H (2.0866, 2.8761, 0.4307)  0.119
H (-0.7846, 1.4100, 1.7505)  0.124
H (0.3606, 2.9198, 1.5725)  0.134
H (0.6892, 0.2849, 0.4492)  0.138
C (-0.8303, -1.3087, -1.9089)  -0.083
C (-1.5016, -1.2832, -0.5132)  -0.336
N (-1.0828, -2.3850, 0.3456)  -0.127
C (-1.4258, -2.0201, 1.7519)  -0.125
H (-1.4080, -0.7186, -2.6427)  0.081
H (-0.8731, -2.3751, -2.1844)  0.083
H (0.2205, -0.9574, -1.9061)  0.053
H (-2.6092, -1.3203, -0.5070)  0.128
H (-1.2353, -0.3063, -0.0589)  0.061
H (-0.0439, -2.5418, 0.2997)  0.119
H (-1.1358, -2.8805, 2.3652)  0.089
H (-0.9963, -1.1661, 2.1605)  0.024
H (-2.5149, -1.9790, 1.8244)  0.089

Properties
Spin multiplicity: 1
Electronic energy in hartree: -348.00911
Gap between HOMO and LUMO in Eh: 0.2643
Lowest unoccupied orbital energy in eV: -5.16
Energy relative to the best compared isomer or geometry (same formula, charge and spin) in eV: 2.224
Charge: +1

---

Entry 6:
The following is a DFT calculation (ωB97M-V/def2-TZVPD) of a molecular structure, C4H6.

Each line ends with the Löwdin charge.
Cartesian coordinates (Å):
C (-0.6181, -1.1168, 0.4330)  -0.135
C (0.6812, -0.4843, 0.1193)  -0.037
C (1.3134, 0.6506, -0.0376)  -0.221
C (0.1108, 1.2370, -0.5117)  -0.066
H (-0.4252, -2.1132, 0.8510)  0.065
H (-1.2463, -1.3539, -0.4342)  0.085
H (-1.1738, -0.5110, 1.1477)  0.080
H (2.2862, 1.1113, -0.1882)  0.091
H (-0.2336, 1.0360, -1.5282)  0.072
H (-0.6946, 1.5443, 0.1489)  0.066

Properties
Spin multiplicity: 1
Electronic energy in hartree: -155.84276
Gap between HOMO and LUMO in Eh: 0.3232
Lowest unoccupied orbital energy in eV: 0.82
Energy relative to the best compared isomer or geometry (same formula, charge and spin) in eV: 3.263
Charge: 0